(1)
C17H34O3 | the ωB97M-V functional and the def2-TZVPD basis

Output
**Kohn-Sham gap**: 10.62 eV
**SMILES**: CCCCOC(=O)CCCCCCCCCCCOC
**Highest occupied orbital energy**: -0.364 hartree
**Energy relative to the best compared isomer or geometry (same formula, charge and spin)**: 481.4 kJ/mol
**LUMO**: 0.0264 hartree
**E**: -24318.26063 eV

The geometry in XYZ format:
```
54
Properties=species:S:1:pos:R:3:nbo_charge:R:1
H 0.10 -2.29 -3.64 0.18
H -2.16 -2.23 -5.22 0.23
H -2.38 -1.44 -7.94 0.21
H 0.06 -2.82 -1.52 0.23
H 1.05 -3.87 -4.13 0.19
C -1.70 -3.51 -2.75 0.81
C 1.98 0.32 2.66 -0.40
H 3.85 2.34 3.88 0.21
H -1.46 -3.64 1.68 0.21
H 1.00 -0.85 1.01 0.21
H 3.13 2.82 2.24 0.20
H -0.53 7.54 3.23 0.20
H -0.59 -0.93 -7.54 0.20
C 0.10 -3.25 -4.27 -0.08
O -2.88 -3.09 -2.88 -0.56
C 2.59 4.18 3.97 -0.42
C -1.07 -2.65 1.24 -0.42
H -2.02 -1.50 -0.54 0.22
H -2.14 -1.95 3.06 0.21
C 1.14 4.74 3.62 -0.08
C 0.67 -0.05 1.75 -0.41
H -0.95 5.70 3.22 0.17
C -1.61 -1.45 2.16 -0.41
C -0.93 -3.37 -1.35 -0.52
H -2.77 -3.13 -0.13 0.22
H 0.42 0.93 1.20 0.20
H 0.87 4.36 2.57 0.17
H 0.00 6.45 1.80 0.18
H -2.04 -0.32 -6.48 0.21
C 0.03 -2.76 -5.81 -0.42
H -0.65 -4.44 -1.03 0.24
H 0.48 -3.57 -6.48 0.21
C 2.90 2.72 3.36 -0.40
H -1.01 0.47 3.12 0.21
C -1.53 -2.50 -6.15 -0.42
C 1.71 1.66 3.54 -0.42
H 2.13 -0.53 3.42 0.20
H 0.68 2.08 3.30 0.20
H 2.80 4.21 5.10 0.21
O -1.02 -4.11 -3.88 -0.56
H 0.63 -1.78 -5.86 0.21
H 3.37 4.89 3.50 0.22
H -2.44 -0.81 1.65 0.21
H -1.94 -3.41 -6.71 0.21
O 1.04 6.19 3.68 -0.55
C -1.62 -1.19 -7.12 -0.63
H 0.03 -0.92 3.72 0.21
H 0.06 -2.75 1.19 0.21
H 2.93 0.41 2.04 0.21
C -0.47 -0.50 2.78 -0.41
C -0.18 6.50 2.93 -0.27
H 0.41 4.30 4.39 0.17
C -1.76 -2.57 -0.24 -0.40
H 1.70 1.36 4.65 0.20
```

(2)
C17H35BrNO4S2 | the ωB97M-V functional and the def2-TZVPD basis

Output
**Net charge**: +1
**Kohn-Sham gap**: 7.79 eV
**Highest occupied orbital energy**: -0.437 hartree
**LUMO**: -0.1501 hartree
**E**: -119582.16313 eV

The geometry in XYZ format:
```
60
Properties=species:S:1:pos:R:3:nbo_charge:R:1
C -0.64 -0.12 -1.61 -0.62
H 5.19 -0.50 -2.64 0.24
C 1.81 0.74 4.53 -0.67
H -2.95 -1.81 -3.62 0.24
H -6.06 -0.63 -3.88 0.23
H -2.17 -2.73 -2.39 0.22
C 4.89 0.59 -0.08 -0.40
O 2.12 1.12 -2.32 -0.96
H -1.43 -0.09 -3.63 0.21
H 4.86 2.30 -1.41 0.22
H -1.28 -0.14 -0.72 0.17
H 5.46 -0.33 0.03 0.21
H 4.38 1.47 6.69 0.23
H 0.32 -0.55 -1.35 0.24
H 4.78 -0.24 4.95 0.24
C -5.63 1.23 -2.91 -0.62
O 3.23 1.73 2.54 -0.96
N -3.68 -2.02 -0.42 -0.43
H -4.17 -2.88 -0.69 0.43
H -5.25 -2.17 -2.45 0.21
C -3.51 -1.20 -1.68 -0.03
C 2.41 0.88 5.93 -0.40
H 4.57 0.96 -3.46 0.26
H -4.36 -0.17 -3.92 0.22
O 3.24 -0.76 2.85 -0.95
C 3.39 0.27 -0.15 -0.68
H 2.52 -0.10 6.39 0.21
C 5.28 1.29 -1.39 -0.41
H -5.07 -1.76 1.19 0.24
S 3.20 0.57 3.40 2.17
H 5.32 1.29 4.19 0.26
H -5.88 1.78 -3.82 0.24
H -6.55 -1.62 -0.67 0.23
H -4.15 -0.32 0.65 0.22
H 1.18 -0.14 4.42 0.25
H 5.10 1.22 0.79 0.24
H -0.45 -1.46 -3.26 0.24
H 1.76 1.48 6.57 0.23
C 4.48 0.76 4.64 -0.67
H -6.08 0.11 -0.64 0.25
H 2.78 1.09 0.22 0.26
C -2.46 -1.71 -2.65 -0.45
H 3.69 2.58 5.50 0.22
H -3.29 -0.18 -1.36 0.23
H -6.49 1.28 -2.25 0.21
C -4.70 -1.20 0.34 -0.21
O 2.69 -1.31 -2.18 -0.96
C 3.80 1.53 5.77 -0.41
C 4.66 0.45 -2.51 -0.67
H -4.80 1.76 -2.45 0.21
H -0.45 0.93 -1.82 0.24
C -5.25 -0.20 -3.28 -0.40
C -1.23 -0.82 -2.84 -0.41
C -5.74 -0.91 -0.78 -0.44
S 3.02 0.07 -1.90 2.16
Br -2.16 -2.55 0.55 0.34
H 3.14 -0.65 0.37 0.27
C -4.98 -1.17 -2.11 -0.21
H 6.36 1.36 -1.51 0.23
H 1.26 1.63 4.22 0.25
```

(3)
C17H35BrO5 | the ωB97M-V functional and the def2-TZVPD basis

Output
**Kohn-Sham gap**: 10.40 eV
**SMILES**: CCCCCC[C@@H]1OC(=O)O[C@H]1Br.CCOCC.CCOCC
**Highest occupied orbital energy**: -0.360 hartree
**LUMO**: 0.0222 hartree
**E**: -98475.90367 eV

The geometry in XYZ format:
```
58
Properties=species:S:1:pos:R:3:nbo_charge:R:1
C -0.82 -2.87 -1.68 -0.43
H -1.04 1.74 -2.33 0.22
H 0.36 -1.60 -2.95 0.20
H 2.16 1.78 5.84 0.19
H 2.79 0.20 2.58 0.16
H -3.62 1.34 0.20 0.18
H 1.08 1.09 -5.66 0.21
H 1.75 0.80 -4.06 0.20
H 1.54 -1.94 2.59 0.22
H -3.97 4.21 1.24 0.20
H -0.17 -4.92 -1.23 0.20
H -4.35 3.65 -0.39 0.21
C -0.45 0.86 -2.61 -0.39
H -0.34 3.61 0.37 0.19
H 4.24 0.14 4.28 0.20
H 0.20 -3.91 -4.06 0.20
H -1.06 -0.18 -4.40 0.19
O 1.62 1.12 4.03 -0.54
H 4.21 1.90 4.42 0.21
H 4.47 0.90 5.85 0.22
O 3.17 -5.14 -2.63 -0.55
C 1.46 -1.27 3.44 -0.65
H 0.57 1.05 -2.25 0.19
H -1.97 3.32 2.96 0.20
C 0.97 0.49 -4.75 -0.61
C 1.78 0.15 3.01 -0.06
C -0.06 -4.69 -3.35 -0.01
Br -1.66 -5.54 -3.90 0.08
C 3.93 0.97 4.91 -0.64
H 2.14 -1.63 4.21 0.20
C -0.09 -1.57 -1.95 -0.40
C -4.26 3.34 0.65 -0.64
H -3.22 1.87 1.83 0.16
H -5.25 3.03 1.00 0.22
C -0.99 -0.34 -1.84 -0.39
H -1.72 -2.92 -2.30 0.22
C -0.01 -4.12 -1.96 0.06
H -1.15 -2.90 -0.64 0.22
H -0.49 2.43 2.56 0.22
C -3.28 2.20 0.79 -0.06
C 2.43 0.94 5.19 -0.06
H 1.16 -0.55 -5.04 0.20
H 0.74 -1.47 -1.25 0.21
H 2.16 0.02 5.72 0.16
C -0.43 0.68 -4.14 -0.41
O 1.44 -3.89 -1.91 -0.50
H -1.81 4.50 0.71 0.16
H -0.45 4.18 2.77 0.22
H -1.07 -0.06 -0.78 0.21
O -1.98 2.48 0.29 -0.54
H 1.09 0.46 2.23 0.19
H -0.90 1.55 -4.60 0.21
C -1.04 3.36 2.38 -0.65
O 1.06 -5.59 -3.30 -0.51
H -2.01 -0.58 -2.17 0.19
H 0.44 -1.33 3.83 0.21
C 2.01 -4.89 -2.61 0.97
C -1.29 3.56 0.90 -0.06
```

(4)
C17H35N2O2 | the ωB97M-V functional and the def2-TZVPD basis

Output
**Net charge**: +1
**Kohn-Sham gap**: 6.33 eV
**Highest occupied orbital energy**: -0.406 hartree
**LUMO**: -0.1739 hartree
**E**: -25262.81668 eV

The geometry in XYZ format:
```
56
Properties=species:S:1:pos:R:3:nbo_charge:R:1
C 2.08 -1.55 -2.88 -0.65
H 2.42 0.05 -4.25 0.20
C 0.75 -0.99 2.55 -0.40
H -3.25 0.66 -3.70 0.21
C 0.63 1.01 5.22 -0.26
C 0.43 2.42 5.63 -0.07
C -2.21 -0.40 -6.61 -0.65
H -2.73 -0.02 -7.49 0.22
H 0.54 -0.22 -1.10 0.16
N 2.41 1.71 3.58 -0.47
H 2.86 3.79 3.37 0.26
C -1.86 -1.00 3.14 -0.22
H 2.36 2.25 -0.88 0.22
C 1.64 0.74 4.19 0.32
H 2.03 -1.74 -1.80 0.19
H -3.60 -2.01 -6.36 0.19
H -0.31 2.65 6.43 0.26
H -2.32 0.47 -2.22 0.20
H 0.35 0.03 2.24 0.20
C 0.88 0.77 -1.42 -0.06
H 1.13 -1.89 -3.31 0.22
H -2.68 -1.66 2.72 0.20
H 1.14 4.55 5.17 0.27
O -2.52 -1.87 -4.66 -0.54
H 3.23 0.28 -2.72 0.16
H 2.86 0.59 -0.54 0.20
H 1.66 1.37 0.50 0.18
C 2.30 -0.08 -3.18 -0.07
C 2.00 1.27 -0.53 -0.65
H 0.00 0.22 5.71 0.27
H -2.11 0.31 4.76 0.35
C -2.84 -0.07 -3.01 -0.64
O 1.21 0.75 -2.80 -0.53
C 2.23 3.05 3.93 0.08
H 1.67 -1.46 4.59 0.25
H -1.80 0.45 -6.06 0.20
H -1.36 -1.01 -6.93 0.21
C -1.89 -1.03 -3.71 -0.07
H -3.68 -0.62 -2.58 0.21
C -3.16 -1.22 -5.75 -0.06
H -3.99 -0.60 -5.39 0.16
H -1.06 -0.48 -4.17 0.17
H -1.85 -0.05 2.53 0.19
H -0.26 -2.43 3.93 0.21
H -0.71 -2.57 2.14 0.24
H -1.45 -1.69 -2.96 0.18
C 1.83 -0.76 3.74 -0.46
H 2.87 -0.95 3.35 0.24
H -1.67 -1.25 5.16 0.35
N -2.23 -0.67 4.54 -0.83
H 0.02 1.44 -1.32 0.19
C 1.25 3.47 4.94 -0.24
H 3.08 1.39 2.87 0.46
H 2.89 -2.15 -3.29 0.23
C -0.51 -1.85 3.00 -0.43
H 1.29 -1.41 1.65 0.24
```

(5)
C17H35N3O3P | the ωB97M-V functional and the def2-TZVPD basis

Output
**Net charge**: +1
**Kohn-Sham gap**: 9.62 eV
**Highest occupied orbital energy**: -0.430 hartree
**Energy relative to the best compared isomer or geometry (same formula, charge and spin)**: 0.0 kJ/mol
**LUMO**: -0.0764 hartree
**E**: -38093.78028 eV

The geometry in XYZ format:
```
59
Properties=species:S:1:pos:R:3:nbo_charge:R:1
H 1.30 0.47 -1.07 0.27
H 2.23 0.52 4.85 0.21
C -0.46 1.22 -2.07 -0.40
C 0.37 0.08 -1.49 -0.43
H -0.68 -3.14 -1.88 0.23
H -0.71 1.94 -1.29 0.24
C -2.09 0.54 2.11 0.69
C 1.39 1.35 2.19 0.71
C -1.72 0.65 -2.70 -0.43
C -1.39 -0.39 -3.74 -0.20
N -3.06 1.43 2.48 -0.62
C 0.83 -3.51 -4.21 -0.44
H -3.92 1.48 1.96 0.42
H -0.66 2.78 2.42 0.23
C -0.92 0.77 3.08 -0.46
C 2.87 0.90 4.05 -0.41
H 2.89 -4.09 -4.40 0.24
H 0.13 1.75 -2.83 0.20
H 0.30 -1.64 -5.15 0.22
H -2.16 -2.77 -2.81 0.23
H -2.82 3.49 2.88 0.21
C 2.90 3.09 2.85 -0.42
O -1.25 0.74 5.87 -1.06
H -0.84 0.06 -4.57 0.22
H 0.63 -4.18 -5.05 0.24
H 2.41 3.97 3.27 0.21
H 2.68 -2.78 -3.26 0.20
H -2.74 -0.53 4.41 -0.08
H 0.27 -0.39 1.70 0.25
C 0.70 -0.97 -2.53 -0.21
H -1.66 -1.73 -1.45 0.25
P -1.42 -0.09 4.65 1.54
H 2.97 3.20 1.77 0.23
C -2.57 2.53 3.32 -0.22
H -2.30 1.44 -3.19 0.24
H 0.55 -4.08 -3.32 0.22
H -3.02 2.46 4.32 0.22
H 1.19 -1.82 -2.06 0.22
H 1.36 -0.57 -3.31 0.22
O -2.16 -0.31 1.22 -0.65
H -2.29 -0.87 -4.14 0.23
C -0.13 -2.34 -4.42 -0.20
H -0.66 -1.27 4.63 -0.09
H -0.52 2.67 4.19 0.26
H 3.28 0.07 3.48 0.19
H 3.92 3.05 3.25 0.20
N 2.16 1.87 3.20 -0.46
O 1.38 1.81 1.04 -0.64
C -1.05 2.28 3.32 -0.41
C 0.44 0.22 2.60 -0.50
H 3.70 1.42 4.54 0.22
H -0.17 -0.37 -0.66 0.22
C -1.31 -2.35 -2.27 -0.42
H -1.07 -2.70 -4.82 0.22
H 0.91 -0.43 3.34 0.23
H 2.57 -2.47 -4.99 0.21
H -2.37 0.23 -1.92 0.22
C 2.32 -3.19 -4.21 -0.61
N -0.52 -1.51 -3.22 -0.21
```

(6)
C17H35N5OPPdSe3Te | the ωB97M-V functional and the def2-TZVPD basis

Output
**Net charge**: -1
**Kohn-Sham gap (spin up / spin down)**: 5.65 / 5.27 eV
**Highest occupied orbital energy (spin up / spin down)**: -0.130 / -0.135 hartree
**Energy relative to the best compared isomer or geometry (same formula, charge and spin)**: 0.0 kJ/mol
**LUMO (spin up / spin down)**: 0.0771 / 0.0587 hartree
**E**: -243799.83125 eV

The geometry in XYZ format:
```
64
Properties=species:S:1:pos:R:3:nbo_charge:R:1
H -0.79 1.65 4.25 0.22
H 2.52 -3.06 -0.02 0.20
H -2.90 -1.39 0.69 0.18
C -0.50 0.68 2.38 -0.22
H 2.32 1.50 1.84 0.17
H 0.52 -0.51 -2.68 0.26
N -0.79 -1.58 0.42 -0.84
H -0.81 -0.29 2.78 0.19
C 1.49 -0.79 -2.25 -0.21
C 1.44 1.61 1.18 -0.22
H -0.31 3.16 -4.31 0.37
C 0.65 4.23 -2.15 -0.72
C 2.67 -0.92 -0.14 -0.21
H -0.15 3.01 0.86 0.24
H 2.54 -0.80 0.94 0.23
H -0.48 3.66 3.11 0.22
H 0.38 -3.32 0.73 0.16
H 4.02 -1.87 -2.40 0.19
H 2.23 -0.08 -2.65 0.16
C 3.25 -2.53 -1.98 -0.40
H 1.17 3.38 -1.71 0.24
H 1.81 1.61 0.16 0.22
N 0.55 0.45 1.36 -0.83
C 3.19 -2.32 -0.47 -0.41
H 0.67 -1.99 1.85 0.22
C -0.77 3.80 -2.41 0.69
H 1.18 4.54 -3.05 0.20
H -1.92 2.82 -3.74 0.43
N -0.84 0.73 -1.08 -1.39
H 3.55 -3.56 -2.21 0.20
C 0.00 1.58 3.50 -0.41
H 0.64 5.04 -1.43 0.23
Se -3.82 0.95 -3.75 -0.52
H -3.40 -3.64 -0.24 0.21
H -0.58 -3.77 2.99 0.20
H -1.84 -5.02 1.45 0.19
C -2.16 -3.97 1.51 -0.40
N -1.06 3.36 -3.67 -0.84
H -1.40 1.14 1.94 0.20
H 1.14 -2.90 -2.25 0.20
Te -4.81 2.82 -0.33 0.21
H 4.18 -2.45 -0.02 0.20
C -0.12 -2.52 1.30 -0.21
C 0.36 2.98 2.98 -0.40
H 0.86 1.11 3.97 0.19
H 1.39 3.77 1.23 0.20
P -0.04 -0.18 -0.10 2.27
H -2.34 -1.55 -0.97 0.23
H 1.19 3.38 3.56 0.19
C -2.38 -3.41 0.10 -0.41
N 1.42 -0.63 -0.81 -0.82
Se -4.12 0.54 -1.54 0.02
H -1.59 -2.35 2.84 0.20
H -3.10 -3.97 2.07 0.20
O -1.61 3.80 -1.54 -0.64
Se -3.36 3.24 1.66 -0.64
C 1.91 -2.20 -2.62 -0.41
C -1.11 -3.15 2.27 -0.40
H 3.43 -0.19 -0.45 0.16
C 0.74 2.93 1.49 -0.42
H -1.70 -3.89 -0.60 0.19
C -2.17 -1.91 0.04 -0.21
Pd -2.42 1.60 -0.18 0.51
H 1.95 -2.31 -3.71 0.20
```

Table of molar mass (g mol⁻¹), in record order: 286.46 461.51 399.37 299.48 360.46 827.38